[1]
Molecular formula: BH3S
Method: DFT, ωB97M-V/def2-TZVPD

calculated total energy: -424.8186 Eh
SMILES: BS
Kohn-Sham gap: 11.055 eV
lowest unoccupied orbital energy: 0.5 eV

Last column: Mulliken charge in e.
Positions of all 5 atoms, in Å:
B (-0.349, -0.159, -0.319)  0.167
S (1.415, -0.140, -0.594)  -0.207
H (-0.699, 0.235, 0.826)  -0.049
H (-1.040, -0.312, -1.244)  -0.033
H (1.700, 0.379, 0.515)  0.123

***

[2]
Molecular formula: BH3S3
Method: DFT, ωB97M-V/def2-TZVPD

calculated total energy: -1221.2568 Eh
SMILES: SB(S)S
Kohn-Sham gap: 9.463 eV
lowest unoccupied orbital energy: 0.1 eV

Last column: Mulliken charge in e.
Positions of all 7 atoms, in Å:
S (2.815, 0.589, -0.024)  -0.328
B (0.769, -0.114, -0.046)  0.526
S (0.694, -1.887, -0.063)  -0.234
S (-0.514, 1.100, -0.189)  -0.238
H (2.489, 1.830, 0.319)  0.088
H (-0.629, -2.036, -0.196)  0.094
H (-1.539, 0.259, -0.344)  0.093

***

[3]
Molecular formula: BH4N
Method: DFT, ωB97M-V/def2-TZVPD

calculated total energy: -81.7314 Eh
multiplicity: 3
Kohn-Sham gap (spin up / spin down): 5.825 / 8.705 eV
lowest unoccupied orbital energy (spin up / spin down): 0.9 / -3.3 eV

Last column: Mulliken spin population.
Positions of all 6 atoms, in Å:
B (0.313, -0.066, -0.956)  1.021
N (0.496, 0.013, 0.294)  1.013
H (0.307, 0.337, 1.330)  -0.014
H (0.414, -0.173, -2.169)  -0.027
H (-1.305, 0.315, 2.812)  0.004
H (-0.871, 0.160, 2.269)  0.003

***

[4]
Molecular formula: BH4NO
Method: DFT, ωB97M-V/def2-TZVPD

calculated total energy: -157.1688 Eh
Kohn-Sham gap: 8.642 eV
lowest unoccupied orbital energy: 0.0 eV

Last column: Mulliken charge in e.
Positions of all 7 atoms, in Å:
B (-0.641, -0.204, -0.257)  0.344
N (1.589, 0.403, -0.169)  -0.659
O (-1.644, 0.593, -0.083)  -0.397
H (-0.505, -1.331, -0.463)  -0.018
H (1.636, 0.826, 0.722)  0.188
H (1.184, 1.136, -0.721)  0.179
H (-2.616, 0.426, 0.084)  0.364

***

[5]
Molecular formula: BH5N2
Method: DFT, ωB97M-V/def2-TZVPD

calculated total energy: -137.3246 Eh
SMILES: [H]/B=N/[H].N
Kohn-Sham gap: 10.109 eV
lowest unoccupied orbital energy: 0.5 eV

Last column: Mulliken charge in e.
Positions of all 8 atoms, in Å:
H (1.260, -0.684, 1.770)  0.028
B (1.821, -0.270, 0.844)  -0.164
N (1.749, 0.328, -0.267)  -0.085
H (2.248, 0.491, -1.078)  0.224
N (-1.383, -0.245, -0.173)  -0.648
H (-0.381, -0.677, -0.175)  0.211
H (-1.215, 0.649, -0.526)  0.223
H (-1.903, -0.908, -0.658)  0.211

***

[6]
Molecular formula: Ba2FRb
Method: DFT, ωB97M-V/def2-TZVPD

calculated total energy: -173.3269 Eh
total charge: +4
Kohn-Sham gap: 11.235 eV
lowest unoccupied orbital energy: -17.2 eV

Last column: Mulliken charge in e.
Positions of all 4 atoms, in Å:
Rb (0.672, 2.388, -0.227)  0.988
Ba (-0.742, -0.196, 2.015)  1.931
Ba (0.858, -2.139, -1.038)  1.952
F (-0.788, -0.053, -0.750)  -0.872

***

[7]
Molecular formula: BaClO4
Method: DFT, ωB97M-V/def2-TZVPD

calculated total energy: -785.6722 Eh
total charge: +1
Kohn-Sham gap: 6.530 eV
lowest unoccupied orbital energy: -6.9 eV

Last column: Mulliken charge in e.
Positions of all 6 atoms, in Å:
Ba (1.874, 0.655, 1.585)  1.803
Cl (-0.673, -0.136, -1.404)  0.335
O (-1.137, 0.523, 0.634)  -0.278
O (-0.977, 2.408, -0.628)  -0.155
O (0.488, -2.760, -0.296)  -0.178
O (0.425, -0.690, 0.110)  -0.527

***

[8]
Molecular formula: BaH22O11
Method: DFT, ωB97M-V/def2-TZVPD

calculated total energy: -865.9332 Eh
total charge: +2
Kohn-Sham gap: 11.485 eV
lowest unoccupied orbital energy: -6.2 eV

Last column: Mulliken charge in e.
Positions of all 34 atoms, in Å:
Ba (-0.132, -0.082, -0.208)  1.171
O (0.823, 0.473, -2.875)  -0.479
H (0.655, 0.988, -3.642)  0.254
H (1.738, 0.278, -3.035)  0.250
O (-2.505, -1.403, 0.280)  -0.452
H (-2.686, -2.370, 0.377)  0.257
H (-3.222, -0.903, 0.682)  0.260
O (-0.030, -2.983, 0.212)  -0.477
H (-0.488, -3.556, 0.792)  0.229
H (-0.400, -3.252, -0.625)  0.317
O (1.966, -1.175, 1.560)  -0.495
H (2.913, -1.017, 1.705)  0.273
H (1.823, -2.106, 1.738)  0.268
O (0.573, 1.719, 1.897)  -0.456
H (1.471, 1.812, 2.282)  0.249
H (-0.055, 1.351, 2.509)  0.292
O (-0.376, 2.865, -0.662)  -0.447
H (0.221, 3.321, -1.290)  0.237
H (-0.110, 3.448, 0.032)  0.277
O (-2.182, 0.741, -2.145)  -0.538
H (-1.584, 0.411, -2.786)  0.304
H (-2.835, 0.020, -2.081)  0.318
O (-0.667, -0.766, 2.393)  -0.453
H (-1.495, -1.237, 2.489)  0.284
H (0.077, -1.423, 2.567)  0.268
O (2.181, 1.511, -0.786)  -0.397
H (2.894, 1.930, -0.339)  0.235
H (2.139, 1.886, -1.657)  0.252
O (2.085, -1.756, -1.079)  -0.427
H (2.917, -1.654, -0.765)  0.247
H (1.682, -2.573, -0.895)  0.269
O (-2.349, 1.561, 0.888)  -0.399
H (-2.099, 2.466, 0.840)  0.240
H (-2.942, 1.473, 1.628)  0.272

***

[9]
Molecular formula: BaH36O18
Method: DFT, ωB97M-V/def2-TZVPD

calculated total energy: -1401.1436 Eh
total charge: +2
Kohn-Sham gap: 11.528 eV
lowest unoccupied orbital energy: -4.5 eV

Last column: Mulliken charge in e.
Positions of all 55 atoms, in Å:
Ba (-0.793, -0.386, 0.282)  1.462
O (-1.606, 2.213, 4.095)  -0.562
H (-1.329, 1.954, 4.946)  0.277
H (-2.287, 2.852, 4.143)  0.275
O (2.601, -6.123, 2.886)  -0.596
H (1.991, -6.802, 2.793)  0.285
H (3.125, -6.260, 3.650)  0.291
O (2.303, -3.678, 1.512)  -0.689
H (3.018, -4.026, 0.960)  0.284
H (2.249, -4.355, 2.244)  0.327
O (0.187, 1.852, 1.763)  -0.476
H (-0.332, 2.235, 2.535)  0.306
H (1.164, 2.057, 1.871)  0.293
O (1.188, 2.289, -2.918)  -0.632
H (0.283, 2.328, -3.147)  0.320
H (1.767, 2.298, -3.696)  0.322
O (-0.736, 5.374, -2.318)  -0.628
H (-0.338, 6.161, -2.703)  0.294
H (-1.604, 5.663, -2.052)  0.329
O (1.684, 0.475, -1.128)  -0.452
H (1.667, 1.373, -1.590)  0.409
H (2.396, 0.280, -0.528)  0.181
O (-0.450, -5.436, -0.808)  -0.557
H (-1.357, -5.683, -0.583)  0.299
H (-0.234, -6.227, -1.320)  0.292
O (-0.436, -0.530, -2.548)  -0.389
H (-0.925, -0.883, -3.303)  0.250
H (0.282, -0.154, -3.042)  0.195
O (4.798, 0.893, -0.046)  -0.565
H (5.592, 0.453, 0.189)  0.277
H (4.859, 1.256, -0.899)  0.272
O (-1.566, 2.896, -3.587)  -0.761
H (-1.188, 3.799, -3.432)  0.370
H (-2.496, 3.017, -3.793)  0.283
O (0.081, -2.795, -0.221)  -0.455
H (0.804, -3.180, 0.320)  0.313
H (0.028, -3.381, -0.970)  0.242
O (2.936, 1.377, 2.009)  -0.766
H (3.475, 1.101, 1.195)  0.374
H (3.441, 2.060, 2.488)  0.290
O (1.599, -1.054, 1.734)  -0.427
H (2.048, -1.897, 1.896)  0.310
H (2.106, -0.328, 2.048)  0.328
O (-2.738, -0.129, 2.409)  -0.475
H (-3.654, -0.185, 2.477)  0.226
H (-2.385, 0.501, 3.068)  0.336
O (-2.942, -0.483, -1.283)  -0.580
H (-2.771, -0.277, -2.196)  0.245
H (-3.729, 0.014, -1.025)  0.348
O (-1.464, 1.973, -0.859)  -0.415
H (-0.997, 2.710, -0.401)  0.250
H (-1.511, 2.221, -1.836)  0.289
O (-5.572, 0.154, -0.458)  -0.586
H (-6.243, -0.334, -0.951)  0.282
H (-5.990, 0.756, 0.130)  0.284

***

[10]
Molecular formula: BeCl3
Method: DFT, ωB97M-V/def2-TZVPD

calculated total energy: -1395.1618 Eh
total charge: -1
Kohn-Sham gap: 3.111 eV
lowest unoccupied orbital energy: -3.0 eV

Last column: Mulliken charge in e.
Positions of all 4 atoms, in Å:
Be (-0.871, -0.584, -0.351)  0.655
Cl (2.356, 1.610, 0.878)  -0.494
Cl (-2.637, 3.123, -1.003)  -0.572
Cl (1.152, -4.149, 0.476)  -0.590

***

[11]
Molecular formula: BeFH12O6
Method: DFT, ωB97M-V/def2-TZVPD

calculated total energy: -573.1584 Eh
total charge: +1
Kohn-Sham gap: 8.742 eV
lowest unoccupied orbital energy: -4.5 eV

Last column: Mulliken charge in e.
Positions of all 20 atoms, in Å:
Be (-0.446, 0.170, 1.113)  0.011
F (0.141, 0.208, -0.312)  -0.401
O (-1.371, -1.411, -2.033)  -0.637
H (-1.503, -1.299, -2.972)  0.312
H (-0.786, -0.746, -1.718)  0.347
O (-1.393, 1.489, 1.432)  -0.295
H (-1.463, 2.364, 0.999)  0.386
H (-1.809, 1.667, 2.240)  0.354
O (-1.250, -1.245, 1.416)  -0.296
H (-1.182, -1.593, 2.330)  0.377
H (-1.027, -1.922, 0.792)  0.375
O (0.799, 0.280, 2.265)  -0.318
H (1.575, -0.310, 2.387)  0.387
H (0.965, 1.141, 2.723)  0.364
O (1.021, 1.914, -2.138)  -0.665
H (0.680, 1.345, -1.366)  0.343
H (1.203, 1.297, -2.874)  0.320
O (2.319, -0.980, -1.425)  -0.642
H (1.931, -1.783, -1.938)  0.337
H (1.596, -0.587, -0.923)  0.342

***

[12]
Molecular formula: BeH16O8
Method: DFT, ωB97M-V/def2-TZVPD

calculated total energy: -625.6814 Eh
total charge: +2
Kohn-Sham gap: 11.136 eV
lowest unoccupied orbital energy: -7.7 eV

Last column: Mulliken charge in e.
Positions of all 25 atoms, in Å:
Be (-0.094, -0.008, 0.019)  1.208
O (1.804, 0.923, 1.191)  -0.459
H (1.945, 1.869, 1.309)  0.241
H (2.688, 0.540, 1.244)  0.276
O (-0.634, 2.152, 0.935)  -0.463
H (-1.233, 2.909, 0.867)  0.315
H (0.198, 2.528, 1.232)  0.251
O (-0.983, -2.106, -1.026)  -0.479
H (-1.881, -2.255, -1.349)  0.281
H (-0.490, -2.893, -1.291)  0.283
O (-1.630, 0.739, -1.699)  -0.477
H (-2.280, 1.371, -1.363)  0.292
H (-1.930, 0.523, -2.592)  0.296
O (1.126, 1.212, -1.653)  -0.436
H (0.997, 2.152, -1.832)  0.280
H (1.636, 0.880, -2.403)  0.290
O (0.503, -1.306, 1.925)  -0.480
H (0.464, -2.254, 1.737)  0.300
H (0.757, -1.244, 2.856)  0.298
O (1.944, -1.354, -0.641)  -0.454
H (2.824, -1.123, -0.323)  0.255
H (2.092, -2.062, -1.282)  0.277
O (-2.295, -0.323, 1.156)  -0.476
H (-2.357, -0.261, 2.118)  0.289
H (-3.171, -0.607, 0.866)  0.292

***

Number 1: maximum force 2.80 eV/A. Number 2: maximum force 3.23 eV/A. Number 3: maximum force 10.70 eV/A. Number 4: maximum force 4.32 eV/A. Number 5: maximum force 5.24 eV/A. Number 6: maximum force 3.11 eV/A. Number 7: maximum force 3.63 eV/A. Number 8: maximum force 5.07 eV/A. Number 9: maximum force 3.07 eV/A. Number 10: maximum force 0.98 eV/A. Number 11: maximum force 2.81 eV/A. Number 12: maximum force 0.94 eV/A.